A 12-piece molecular cluster, C79H142F8N15O18S8 overall, computed with ωB97M-V/def2-TZVPD.

Each line ends with the Löwdin charge.
Geometry (Å):
C 6.86243 -3.28108 2.67309  -0.064
C 5.51676 -2.69808 3.25115  -0.228
C 4.26728 -3.02469 2.46046  -0.213
C 3.93236 -4.52441 2.35212  -0.087
N 3.36509 -4.86837 0.96371  -0.235
C 4.37036 -4.68324 -0.17410  -0.054
C 4.16580 -5.85374 -1.14170  -0.145
C 3.07112 -6.65978 -0.59403  -0.156
C 3.00329 -6.37868 0.90112  -0.053
C 2.06989 -4.11405 0.74646  0.016
H 7.01054 -4.35622 2.77429  0.074
H 7.76399 -2.92935 3.17466  0.085
H 6.92797 -3.07395 1.60496  0.065
H 5.60096 -1.67731 3.62405  0.101
H 5.30717 -3.21928 4.18523  0.105
H 4.30204 -2.39310 1.57277  0.099
H 3.38132 -2.65132 2.97405  0.089
H 3.12880 -4.77639 3.04414  0.128
H 4.67350 -5.28198 2.60690  0.139
H 4.29967 -3.68014 -0.59469  0.123
H 5.30878 -4.80972 0.36578  0.132
H 3.94830 -5.42375 -2.11940  0.100
H 5.12473 -6.35790 -1.26156  0.134
H 2.10033 -6.46936 -1.05163  0.105
H 3.24625 -7.70273 -0.85801  0.148
H 2.03951 -6.56395 1.37535  0.138
H 3.77487 -6.95916 1.40689  0.144
H 2.41754 -3.09265 0.59154  0.079
H 1.34225 -4.17066 1.55604  0.097
H 1.56953 -4.52469 -0.13053  0.089
C 8.18528 -4.44755 -2.95508  -0.095
C 6.98560 -4.70502 -3.83897  -0.238
C 6.23073 -3.40774 -4.24164  -0.158
C 4.84731 -3.57081 -4.96556  -0.107
N 4.24264 -2.36417 -5.67024  -0.198
C 2.83952 -2.69697 -6.19144  -0.067
C 2.63409 -1.70002 -7.35723  -0.141
C 3.98174 -1.68335 -8.05003  -0.137
C 5.02587 -1.92317 -6.92587  -0.065
C 4.32051 -1.20442 -4.64065  0.023
H 7.88623 -3.92871 -2.04432  0.060
H 8.91683 -3.81760 -3.46112  0.087
H 8.69679 -5.35121 -2.62364  0.087
H 6.26686 -5.37111 -3.36164  0.090
H 7.26124 -5.23951 -4.74806  0.123
H 6.86355 -2.78503 -4.87400  0.118
H 6.03511 -2.78741 -3.36699  0.079
H 4.03277 -3.73924 -4.26110  0.085
H 4.84357 -4.37674 -5.69942  0.142
H 2.12777 -2.48638 -5.39321  0.096
H 2.72118 -3.75461 -6.42701  0.128
H 2.40944 -0.69936 -6.98803  0.082
H 1.86333 -1.98426 -8.07364  0.136
H 4.21978 -0.88805 -8.75639  0.131
H 3.99162 -2.52168 -8.74659  0.123
H 5.48700 -0.94559 -6.78521  0.126
H 5.85309 -2.54850 -7.26168  0.142
H 5.32779 -0.97845 -4.29075  0.101
H 3.72511 -1.51012 -3.78033  0.078
H 3.76114 -0.34166 -5.00237  0.097
C 4.86197 -0.29154 -1.52350  -0.100
C 3.57929 0.49751 -1.62925  -0.248
C 2.49598 -0.24333 -0.85405  -0.171
C 1.25373 0.67895 -0.79285  -0.063
N -0.06015 0.10201 -0.16832  -0.170
C 0.16220 -0.54138 1.22757  -0.074
C -0.80905 -1.74234 1.33487  -0.140
C -1.38003 -2.09387 -0.02027  -0.132
C -0.61924 -1.14627 -0.92103  -0.056
C -1.08143 1.19999 0.01970  0.017
H 4.88126 -1.34640 -1.79736  0.062
H 5.11316 -0.25972 -0.46332  0.055
H 5.68455 0.28841 -1.94198  0.100
H 3.29743 0.49246 -2.68216  0.083
H 3.77010 1.53916 -1.37107  0.122
H 2.83228 -0.34366 0.17791  0.080
H 2.30478 -1.24531 -1.23823  0.107
H 0.89650 1.03909 -1.75762  0.122
H 1.58171 1.51936 -0.18108  0.107
H -0.11253 0.18872 1.98887  0.099
H 1.20819 -0.79812 1.39514  0.103
H -1.51408 -1.52571 2.13743  0.093
H -0.34423 -2.64430 1.73301  0.091
H -2.46168 -1.95935 -0.01522  0.088
H -1.22234 -3.11753 -0.35992  0.105
H -1.31050 -0.74510 -1.66219  0.109
H 0.28656 -1.63813 -1.27559  0.115
H -2.06577 0.78340 0.23328  0.096
H -1.11193 1.84614 -0.85760  0.073
H -0.78423 1.82790 0.85965  0.103
C -2.93945 -4.48081 -4.02938  0.072
N -3.63396 -4.28699 -2.67728  -0.028
C -3.79487 -5.28542 -1.77971  0.017
C -4.37601 -5.13331 -0.54536  0.034
C -4.72768 -3.85550 -0.05114  -0.088
C -4.58708 -2.84333 -1.02718  0.036
C -4.05819 -3.06047 -2.31091  0.029
C -5.40121 -3.73621 1.31994  -0.099
C -6.07569 -4.81210 1.87104  0.042
C -6.57226 -4.74301 3.14490  0.057
N -6.46961 -3.56165 3.88084  -0.075
C -5.71072 -2.53370 3.43161  0.042
C -5.22486 -2.56111 2.07231  0.084
C -6.98880 -3.56308 5.24991  0.027
H -3.77439 -4.54430 -4.72718  0.124
H -2.33710 -5.38790 -3.97975  0.095
H -2.30991 -3.65412 -4.35856  0.091
H -3.47443 -6.26468 -2.10338  0.160
H -4.42678 -6.03723 0.04351  0.129
H -4.90612 -1.86308 -0.70512  0.107
H -3.85220 -2.30447 -3.05416  0.114
H -6.10369 -5.74700 1.33107  0.137
H -7.05558 -5.53487 3.69786  0.157
H -5.57479 -1.68091 4.08022  0.101
H -4.70955 -1.67254 1.73872  0.115
H -7.99581 -3.97976 5.27002  0.122
H -7.03295 -2.57490 5.70779  0.114
H -6.36371 -4.28987 5.76870  0.099
C -7.04802 11.93199 -3.48965  0.056
N -6.54153 10.88195 -2.60667  -0.084
C -5.50258 11.18012 -1.80396  0.059
C -4.81335 10.16504 -1.06210  0.079
C -5.29647 8.86584 -1.13055  -0.113
C -6.38126 8.59600 -1.98759  0.032
C -6.93202 9.57093 -2.75633  0.037
C -4.75424 7.71263 -0.30073  -0.112
C -4.39593 7.91995 1.04749  0.074
C -3.85723 6.84494 1.71647  0.038
N -3.79543 5.62480 1.13647  -0.067
C -4.21308 5.36513 -0.10104  0.037
C -4.66179 6.45847 -0.86930  0.051
C -3.24442 4.48179 1.85732  0.022
H -6.28299 11.90928 -4.26574  0.125
H -6.87452 12.85296 -2.93305  0.116
H -8.02714 11.73111 -3.92449  0.125
H -5.22269 12.22322 -1.80275  0.155
H -4.00179 10.39354 -0.38716  0.135
H -6.78848 7.60542 -2.12661  0.134
H -7.85046 9.43334 -3.30764  0.157
H -4.54951 8.89229 1.49174  0.141
H -3.52996 6.89271 2.74458  0.157
H -4.18063 4.33363 -0.41940  0.124
H -5.04629 6.35126 -1.87283  0.126
H -4.00798 3.96282 2.43675  0.096
H -2.53422 4.91081 2.56418  0.111
H -2.74284 3.81043 1.16033  0.086
C 0.55209 -1.17237 5.51972  0.033
N -0.52726 -2.06053 6.05767  -0.045
C -1.83175 -2.08206 5.56659  0.046
C -2.73833 -2.89821 6.19635  -0.012
C -2.46344 -3.54799 7.33248  -0.098
C -1.12026 -3.52332 7.84467  0.095
C -0.18330 -2.82329 7.12665  0.013
C -3.56394 -4.32442 8.07170  -0.099
C -3.48170 -5.64109 8.52667  0.048
C -4.44554 -6.23718 9.31588  0.051
N -5.38863 -5.39303 9.77484  -0.069
C -5.47893 -4.08323 9.44356  0.035
C -4.66479 -3.58961 8.49521  0.026
C -6.21774 -5.87224 10.87989  0.052
H 0.84723 -0.56934 6.37841  0.115
H 0.12339 -0.46906 4.80580  0.070
H 1.28404 -1.72991 4.93534  0.103
H -1.93672 -1.57514 4.61874  0.113
H -3.72135 -3.06473 5.78120  0.122
H -0.88523 -4.09090 8.73293  0.145
H 0.78558 -2.60676 7.55186  0.156
H -2.67891 -6.30438 8.24035  0.139
H -4.42706 -7.30373 9.48481  0.169
H -6.22089 -3.45905 9.91925  0.169
H -4.68709 -2.55818 8.17576  0.125
H -6.35701 -6.95040 10.80072  0.120
H -7.18260 -5.38852 10.72771  0.118
H -5.72751 -5.66541 11.83120  0.134
C -0.69658 4.67437 -7.80725  -0.036
C -0.27170 3.71340 -6.68757  -0.142
N 0.09692 4.35176 -5.32790  -0.192
C 1.36069 5.25054 -5.60558  0.035
C -1.02319 5.33939 -4.83846  -0.117
C -2.29016 4.68125 -4.21914  -0.047
C 0.41885 3.22870 -4.25498  -0.048
C 1.70413 2.42536 -4.37314  -0.170
O 1.68574 1.45021 -5.43318  -0.184
C 0.82905 0.32115 -5.12693  -0.064
H -0.85249 3.99333 -8.64390  0.100
H 0.07356 5.40680 -8.04916  0.085
H -1.60867 5.24914 -7.64652  0.083
H 0.65399 3.17675 -6.89543  0.119
H -1.02535 2.96663 -6.43767  0.126
H 1.25768 6.12959 -6.24178  0.110
H 2.13222 4.66281 -6.10299  0.102
H 1.78374 5.54101 -4.64394  0.084
H -1.24789 5.95384 -5.71027  0.114
H -0.63396 5.99660 -4.06086  0.092
H -3.03643 5.44351 -3.99523  0.084
H -2.14705 4.07663 -3.32356  0.052
H -2.74800 3.95937 -4.89544  0.064
H -0.54880 2.72705 -4.26485  0.095
H 0.51323 3.76143 -3.30874  0.094
H 2.06433 2.09580 -3.39860  0.092
H 2.53898 3.05161 -4.68768  0.130
H 1.21893 -0.15848 -4.22913  0.075
H 0.86508 -0.42122 -5.92423  0.076
H -0.20297 0.62647 -4.95431  0.064
C 4.50090 3.54690 6.11023  -0.048
C 4.60034 2.94555 4.66748  -0.107
N 3.20297 2.65788 3.95666  -0.190
C 2.18746 2.13750 5.05667  0.051
C 2.72683 3.99839 3.37975  -0.142
C 1.52784 3.89740 2.46000  -0.059
C 3.37891 1.57609 2.82058  -0.067
C 4.25993 1.93249 1.66144  -0.214
O 5.55170 2.16162 2.17683  -0.194
C 6.50299 2.48068 1.19215  -0.066
H 5.51539 3.76444 6.44426  0.100
H 4.07126 2.87205 6.85056  0.078
H 4.02556 4.52635 6.16343  0.086
H 5.03908 1.95724 4.80478  0.120
H 5.24141 3.43876 3.93680  0.122
H 2.21422 2.95051 5.78219  0.096
H 2.49919 1.16766 5.44440  0.093
H 1.23322 2.06088 4.53546  0.083
H 3.58106 4.35605 2.80488  0.132
H 2.61355 4.80222 4.10716  0.147
H 1.37930 4.90149 2.06269  0.075
H 0.61211 3.78723 3.04087  0.085
H 1.64276 3.24342 1.59560  0.057
H 2.37871 1.39975 2.42485  0.101
H 3.82529 0.68105 3.25388  0.131
H 3.93993 2.81438 1.10649  0.130
H 4.30897 1.14083 0.91379  0.097
H 7.42025 2.74586 1.71791  0.112
H 6.29648 3.29875 0.50207  0.103
H 6.69655 1.63108 0.53731  0.085
N 0.25476 -5.03724 -4.84620  -0.214
S 0.67152 -4.32841 -3.31810  0.564
O 2.05236 -4.01085 -2.95610  -0.317
O -0.20127 -4.52162 -2.16024  -0.318
F 0.28691 -2.88679 -3.78146  -0.200
S 1.25403 -6.10426 -4.69757  0.392
O 1.00838 -7.07823 -3.64638  -0.263
O 2.59194 -5.65519 -5.04087  -0.292
F 0.79683 -6.86465 -6.04370  -0.158
N -4.23592 0.14940 4.49231  -0.267
S -4.19813 0.56022 6.17631  0.599
O -5.34312 1.34769 6.68676  -0.227
O -2.96348 0.48479 6.93675  -0.262
F -4.76858 -0.85439 6.56154  -0.237
S -3.28412 1.25941 4.09901  0.460
O -1.87991 0.90456 3.94218  -0.337
O -3.62857 2.65847 4.43415  -0.265
F -3.73374 1.16981 2.50183  -0.248
N -3.96338 0.02218 -2.59845  -0.278
S -4.40276 1.33012 -1.75405  0.577
O -5.79556 1.56460 -2.06007  -0.232
O -3.41854 2.37740 -1.43750  -0.305
F -4.63378 0.62829 -0.31843  -0.220
S -3.06514 0.67517 -3.60677  0.477
O -1.70867 1.00312 -3.17230  -0.328
O -3.71320 1.66721 -4.49883  -0.266
F -2.90359 -0.56318 -4.62915  -0.180
N 0.54526 6.05411 -1.94498  -0.199
S 1.76748 5.19322 -1.16095  0.572
O 1.80174 3.75947 -1.17558  -0.302
O 2.46484 5.82478 -0.02529  -0.255
F 2.82571 5.46653 -2.35715  -0.192
S -0.38960 5.71039 -0.83092  0.379
O -0.19017 6.32389 0.44645  -0.261
O -1.00496 4.37364 -0.74512  -0.319
F -1.65058 6.55795 -1.38952  -0.198

Cartesian forces, eV/Å:
C -0.598 0.307 -0.010
C 0.989 -1.890 1.393
C -0.224 0.676 0.201
C -0.570 -0.129 -1.219
N -1.271 -1.181 1.183
C 0.281 -0.324 1.119
C 1.306 2.115 -1.034
C -1.615 -1.652 0.081
C 0.770 0.063 -0.576
C 0.923 0.177 -0.733
H -0.705 -0.205 0.081
H -0.260 0.601 -0.040
H 0.208 0.241 -0.050
H -0.036 0.288 -0.797
H 0.484 -0.186 0.473
H -0.067 -0.786 -0.841
H 0.051 0.541 0.335
H -0.175 0.179 -0.024
H 0.645 0.503 -0.446
H -0.126 -0.091 0.102
H 0.238 0.344 -0.304
H -0.252 -0.305 -0.094
H -0.179 -0.312 0.212
H 0.028 0.353 -0.186
H -0.095 -0.182 0.539
H 0.093 0.190 -0.037
H 0.078 0.294 0.246
H -0.609 0.132 -0.149
H 0.582 -0.240 0.414
H 0.234 0.255 -0.240
C 0.122 0.288 0.183
C -1.083 0.071 -0.674
C -0.670 0.538 -0.597
C -0.118 -0.491 0.351
N 2.213 0.904 -0.172
C -0.575 1.581 0.175
C 0.390 0.027 0.008
C 0.473 -1.644 -0.502
C -0.180 1.474 -1.168
C -1.784 -0.748 -0.402
H -0.062 0.174 0.117
H 0.046 -0.023 0.003
H -0.113 -0.100 -0.278
H -0.050 -0.092 0.257
H 0.183 0.065 -0.072
H 0.289 -0.064 -0.139
H 0.162 -0.113 0.364
H 0.330 -0.736 0.250
H 0.083 -0.006 0.072
H 0.145 -0.092 0.190
H 0.607 0.097 -0.181
H -0.059 -0.086 0.119
H -0.155 -0.143 0.334
H -0.104 0.585 0.708
H 0.089 -0.431 0.199
H 0.014 -0.091 0.783
H -0.385 -0.659 0.576
H -0.077 -0.142 -0.682
H 0.106 -0.459 0.097
H 0.481 0.134 -0.529
C 1.031 0.901 1.343
C -0.034 -1.399 -1.306
C -1.191 1.179 0.550
C -0.747 -0.868 0.238
N 0.199 -1.583 1.846
C -0.387 0.146 -0.011
C 0.714 -0.700 1.570
C -0.240 0.914 0.379
C -0.113 1.254 -1.048
C 0.310 0.285 -0.370
H -0.275 0.205 -0.406
H 0.237 -0.364 0.334
H 0.085 -0.421 -0.528
H -0.248 0.252 -0.128
H -0.357 -0.027 0.384
H 0.202 -0.273 0.145
H 0.090 0.035 -0.323
H 0.285 0.031 -0.068
H -0.621 0.254 -0.048
H 0.103 0.164 -0.140
H -0.036 -0.121 -0.449
H -0.566 0.279 -0.435
H 0.679 0.134 0.045
H 0.119 0.449 -0.257
H 0.322 -0.004 0.167
H 0.751 -0.082 -0.634
H -0.367 0.051 -0.555
H 0.123 -0.178 -0.090
H -0.092 -0.320 -0.092
H 0.161 -0.119 -0.001
C -1.042 -0.443 0.409
N 0.504 0.659 0.777
C 0.222 -0.518 -1.107
C 0.374 0.601 0.678
C -0.741 -1.218 -1.582
C -0.250 0.172 0.842
C 0.329 -0.479 0.629
C 1.467 1.885 -0.934
C 0.190 -0.661 0.432
C -0.204 1.774 0.855
N 1.199 -0.493 -1.346
C -0.687 -0.711 -2.378
C -0.816 -0.757 2.169
C -0.372 -0.758 0.347
H 0.217 -0.361 -0.197
H -0.260 0.063 -0.048
H -0.130 0.237 0.737
H 0.097 -0.046 -0.075
H -0.115 0.006 0.101
H 0.057 0.389 -0.595
H -0.436 0.369 0.234
H -0.387 -0.055 0.078
H -0.162 -0.198 -0.360
H -0.029 0.106 0.013
H 0.128 -0.039 -0.219
H -0.052 0.142 -0.251
H 0.375 -0.077 -0.230
H 0.031 0.354 0.529
C 1.275 0.283 -0.344
N 0.776 -1.931 0.692
C 0.471 -1.364 0.437
C -1.401 0.669 -0.532
C -0.288 -0.670 0.017
C 0.572 -0.293 -0.238
C -0.741 1.759 0.843
C -0.059 1.170 0.143
C 0.147 -0.568 -1.002
C -0.401 0.126 0.080
N -0.017 -0.322 -0.320
C -0.621 1.964 -0.860
C -0.235 -0.949 0.458
C 0.499 0.080 1.104
H -0.393 0.395 -0.540
H -0.883 0.181 -0.351
H 0.046 0.164 0.522
H 0.187 0.007 0.237
H 0.090 0.378 -0.201
H -0.018 -0.072 0.279
H 0.207 -0.142 -0.423
H 0.212 -0.108 0.307
H 0.086 0.032 -0.006
H 0.110 0.070 -0.268
H 0.326 -0.464 -0.077
H -0.100 0.087 -0.217
H 0.162 -0.381 -0.027
H -0.057 0.197 0.058
C -1.407 0.448 -0.430
N -1.385 -0.389 -0.404
C 3.116 -0.493 0.285
C -1.244 0.862 -1.915
C 1.478 -2.317 2.799
C -1.762 -0.456 -0.954
C -0.510 1.205 0.812
C 0.689 0.073 0.373
C 1.018 -0.666 -0.939
C 0.185 2.171 -1.145
N 0.157 -0.553 1.086
C -0.729 -1.144 0.181
C 1.619 1.212 -0.998
C -1.099 -0.386 -0.007
H 0.731 -0.281 -0.240
H -0.454 -0.017 0.117
H 0.285 -0.179 0.784
H -0.465 0.338 0.190
H -0.050 0.503 -0.250
H 0.288 0.179 0.073
H 0.318 -0.427 -0.253
H 0.276 0.151 -0.205
H -0.358 0.089 0.638
H -0.188 -0.305 0.238
H -0.498 0.189 0.226
H 0.041 0.084 -0.082
H -0.011 -0.110 0.708
H -0.208 0.273 -0.052
C 0.347 -0.470 0.459
C 0.120 0.282 1.166
N 1.233 1.794 -0.437
C 0.177 -1.028 0.790
C -0.234 -0.917 0.805
C 0.348 -0.666 -0.984
C -0.720 1.818 -0.323
C 0.137 0.305 -2.201
O -0.537 -0.753 0.917
C 0.408 0.556 0.075
H -0.020 0.366 -0.286
H 0.130 -0.274 -0.159
H -0.119 -0.407 0.189
H -0.201 -0.047 -0.532
H -0.223 0.082 -0.233
H -0.977 -0.147 0.220
H -0.278 -0.348 -0.006
H -0.287 0.129 0.036
H -0.073 -0.207 0.129
H 0.629 -0.180 -0.284
H 0.185 0.126 -0.096
H 0.507 0.392 0.263
H -0.156 0.203 -0.309
H 0.476 -0.682 0.315
H -0.300 0.164 -0.051
H -0.617 -0.609 0.140
H -0.162 0.458 0.055
H -0.083 -0.175 0.341
H -0.007 0.430 -0.075
H 0.066 -0.009 -0.028
C 0.265 0.421 -1.087
C -0.696 -0.936 1.141
N 0.610 -0.276 0.897
C 1.060 1.102 -2.060
C 0.669 -0.399 -1.231
C -0.350 1.021 0.647
C -0.529 0.724 0.685
C 1.128 1.188 0.072
O -0.522 0.090 -0.149
C 1.238 -0.112 -0.457
H 0.164 -0.236 -0.153
H -0.012 -0.010 -0.218
H -0.306 -0.081 -0.119
H -0.031 -0.102 -0.200
H -0.420 0.344 0.358
H -0.416 -0.499 0.136
H 0.275 0.263 0.006
H -0.079 0.043 0.256
H 0.094 -0.180 -0.172
H -0.218 -0.668 0.648
H 0.225 0.074 -0.296
H -0.165 -0.752 -0.166
H -0.157 -0.080 0.215
H -0.090 -0.242 0.309
H -0.318 0.074 0.494
H -0.351 0.292 -0.001
H -0.322 -0.503 0.142
H -0.037 -0.159 -0.075
H -0.729 0.396 0.352
H 0.098 -0.376 0.101
N -3.108 5.907 4.311
S -0.512 3.108 1.040
O -0.985 -1.489 -0.255
O 0.354 -0.655 -1.509
F -1.209 1.184 -0.504
S 5.071 -8.472 -4.186
O 0.748 1.531 -0.367
O -0.838 -0.938 1.022
F 0.369 0.257 1.063
N -0.252 -0.129 4.446
S -4.710 -0.304 4.309
O 3.535 -0.832 -2.256
O -0.300 0.884 -2.068
F -0.587 -2.134 -0.082
S 1.857 4.964 -6.282
O -0.572 0.054 0.889
O 1.023 -3.284 0.098
F 0.375 0.211 0.689
N -0.517 0.074 3.010
S -4.250 0.885 2.584
O 2.125 1.024 -0.106
O -1.781 -1.888 -0.939
F 1.058 -0.386 0.078
S 2.867 2.825 -7.624
O -1.155 -0.841 -0.237
O 1.422 -1.793 2.487
F 0.267 0.092 1.057
N 3.903 -1.935 -0.089
S 8.055 2.118 -1.005
O -1.441 -0.426 0.137
O -2.330 -1.154 -2.131
F -0.766 0.046 0.363
S -9.446 0.114 3.800
O 0.422 -0.203 0.052
O 1.321 1.101 -0.547
F 0.264 -0.088 -0.236

Properties
- HOMO energy: -20.33 eV
- Energy relative to the best compared isomer or geometry (same formula, charge and spin): 1111.7 kJ/mol
- E_LUMO: -13.850 eV
- Maximum force: 10.724 eV/A
- Net charge: +7
- Gap between HOMO and LUMO: 6.47 eV